Density functional theory data (ωB97M-V/def2-TZVPD) for a structure of composition C6H15NO6SSn in a non-equilibrium geometry.

ORCA input file:
```
! RIJCOSX wB97M-V def2-TZVPD def2/J DEFGRID3
* xyz 0 1
Sn 1.864 -0.925 -0.710
S 2.009 -3.750 -0.992
O 1.255 -2.834 -1.875
O 1.183 -4.909 -0.555
O 3.027 -4.308 -1.830
O 2.538 -2.958 0.124
C 0.861 5.014 0.253
O 0.738 3.601 0.030
C -0.604 3.097 0.205
C -0.678 1.718 0.771
N -0.189 0.782 -0.265
C -1.167 -0.212 -0.629
C -1.233 -1.305 0.469
O -0.104 -2.139 0.239
C -0.435 -3.528 0.517
H 0.620 5.300 1.276
H 0.214 5.579 -0.418
H 1.911 5.300 0.180
H -1.281 3.167 -0.646
H -1.115 3.679 0.972
H -1.625 1.490 1.260
H 0.011 1.797 1.612
H -0.044 1.280 -1.132
H -0.921 -0.611 -1.613
H -2.180 0.178 -0.726
H -2.142 -1.893 0.342
H -1.110 -0.821 1.438
H -1.240 -3.890 -0.122
H -0.593 -3.767 1.569
H 0.432 -4.134 0.256
*
```

The LUMO energy is -1.10 eV. The value obtained for the total energy is -36902.9773 eV. Its gap between HOMO and LUMO is 6.583 eV.

Density functional theory data (ωB97M-V/def2-TZVPD) for the ion C6H15NP with charge +1 in a non-equilibrium geometry.

ORCA input file:
```
! RIJCOSX wB97M-V def2-TZVPD def2/J DEFGRID3
* xyz 1 1
C -4.250 0.725 0.256
P -3.148 -0.582 -0.503
C -1.490 0.197 -0.218
C -0.475 -0.341 0.458
C 0.841 0.247 0.751
N 1.851 -0.170 -0.325
C 2.642 0.969 -0.850
C 2.557 -1.407 0.006
H -4.005 0.699 1.266
H -5.305 0.286 0.097
H -3.899 1.708 -0.265
H -3.115 -1.549 0.597
H -1.207 1.111 -0.601
H -0.828 -1.351 0.779
H 0.653 1.248 0.904
H 1.139 -0.040 1.671
H 1.128 -0.514 -1.091
H 2.119 1.864 -0.838
H 3.500 0.998 -0.351
H 2.948 0.910 -1.867
H 1.791 -2.128 -0.078
H 3.450 -1.647 -0.742
H 3.103 -1.234 0.942
*
```

The LUMO energy is -2.98 eV. The value obtained for the total energy is -17234.5007 eV. Its gap between HOMO and LUMO is 8.938 eV.

Density functional theory data (ωB97M-V/def2-TZVPD) for an isolated molecule of C6H15NS.

ORCA input file:
```
! RIJCOSX wB97M-V def2-TZVPD def2/J DEFGRID3
* xyz 0 1
C 1.866 2.504 -1.163
C 0.526 1.830 -1.409
C 0.487 1.229 -2.823
N 0.306 0.819 -0.356
C -1.083 0.714 0.040
C -1.380 -0.411 1.042
C -0.177 -0.999 1.792
S -0.177 -2.852 1.675
H 1.873 3.067 -0.234
H 2.680 1.781 -1.085
H 2.119 3.150 -2.007
H -0.240 2.597 -1.265
H 0.042 0.236 -2.835
H 1.500 1.119 -3.201
H -0.076 1.869 -3.491
H 0.682 -0.062 -0.688
H -1.738 0.574 -0.839
H -1.349 1.682 0.470
H -1.954 -1.229 0.601
H -2.046 -0.014 1.812
H -0.144 -0.713 2.833
H 0.765 -0.712 1.347
H 0.149 -3.124 2.928
*
```

The LUMO energy is 0.97 eV. The value obtained for the total energy is -18790.0523 eV. Its gap between HOMO and LUMO is 9.603 eV.

Density functional theory data (ωB97M-V/def2-TZVPD) for a cluster of 2 separate species, C6H15NSSi in total in a non-equilibrium geometry.

ORCA input file:
```
! RIJCOSX wB97M-V def2-TZVPD def2/J DEFGRID3
* xyz 0 1
C -3.044 0.525 1.529
Si -1.578 -0.249 0.667
C -1.894 -2.081 0.310
C -0.968 0.670 -0.946
S 0.224 -0.435 2.130
H -2.921 0.310 2.541
H -3.016 1.620 1.448
H -4.124 0.365 1.318
H -1.855 -2.613 1.250
H -2.968 -2.203 -0.126
H -1.233 -2.535 -0.495
H -1.664 0.795 -1.780
H -0.723 1.775 -0.798
H 0.051 0.285 -1.096
H 0.802 -0.651 0.896
C 2.658 0.624 -1.731
C 2.905 -0.014 -0.362
C 2.817 0.910 0.757
N 2.851 1.880 1.347
H 2.778 -0.049 -2.522
H 1.686 1.152 -1.720
H 3.357 1.351 -2.024
H 3.791 -0.636 -0.329
H 2.068 -0.799 -0.264
*
```

The LUMO energy is 0.65 eV. The value obtained for the total energy is -26668.0036 eV. Its gap between HOMO and LUMO is 9.681 eV.

Density functional theory data (ωB97M-V/def2-TZVPD) for a cluster of 2 separate species, C6H15O in total in a non-equilibrium geometry.

ORCA input file:
```
! RIJCOSX wB97M-V def2-TZVPD def2/J DEFGRID3
* xyz -2 2
C -1.674 1.736 0.421
C -1.195 -1.771 -1.043
C -1.967 -0.663 -0.309
C -1.531 0.749 -0.748
H -2.673 1.599 0.867
H -1.602 2.782 0.082
H -0.897 1.563 1.171
H -1.308 -2.731 -0.519
H -0.152 -1.437 -1.019
H -1.562 -1.873 -2.070
H -1.752 -0.671 0.762
H -3.056 -0.809 -0.402
H -0.503 0.775 -1.103
H -2.226 1.089 -1.536
C 1.993 -0.127 1.079
O 0.927 0.107 0.264
C 3.330 -0.005 0.276
H 1.927 -1.123 1.548
H 2.082 0.589 1.941
H 4.154 -0.572 0.734
H 3.627 1.036 0.127
H 3.193 -0.519 -0.684
*
```

The LUMO energy (alpha / beta) is 6.57 / 6.54 eV. The value obtained for the total energy is -8507.6088 eV. Its gap between HOMO and LUMO (alpha / beta) is 1.948 / 6.432 eV.

Density functional theory data (ωB97M-V/def2-TZVPD) for a cluster of 2 separate species, C6H15PS in total in a non-equilibrium geometry.

ORCA input file:
```
! RIJCOSX wB97M-V def2-TZVPD def2/J DEFGRID3
* xyz 0 1
C -1.079 -1.979 -1.019
P -0.105 -1.114 0.296
C -0.875 0.661 0.633
C -0.952 1.491 -0.673
C -2.258 0.264 1.060
C 0.036 1.417 1.632
H -2.135 -1.654 -0.930
H -1.136 -3.094 -0.945
H -0.775 -1.631 -2.067
H 1.019 -0.687 -0.430
H 0.034 1.800 -0.992
H -1.367 0.907 -1.478
H -1.619 2.337 -0.470
H -2.849 1.116 1.195
H -2.277 -0.328 1.926
H -2.563 -0.508 0.333
H 0.075 1.033 2.599
H 1.029 1.305 1.181
H -0.196 2.437 1.746
C 4.575 -0.978 -0.979
S 4.581 -0.441 0.512
H 5.153 -1.731 -1.549
H 3.683 -0.623 -1.582
*
```

The LUMO energy is -0.31 eV. The value obtained for the total energy is -26586.9262 eV. Its gap between HOMO and LUMO is 8.030 eV.

Density functional theory data (ωB97M-V/def2-TZVPD) for a cluster of 2 separate species, C6H16 in total in a non-equilibrium geometry.

ORCA input file:
```
! RIJCOSX wB97M-V def2-TZVPD def2/J DEFGRID3
* xyz -1 2
C 1.386 -0.439 -1.502
C 1.532 1.063 -1.445
C 2.788 -0.984 -1.186
H 1.058 -0.774 -2.539
H 0.661 -0.771 -0.731
H 1.967 1.509 -2.448
H 0.577 1.555 -1.223
H 2.690 -1.867 -0.588
H 2.336 1.269 -0.687
H 3.241 -0.184 -0.627
H 3.316 -1.273 -2.125
C -1.360 0.183 1.074
C -2.312 -1.020 1.005
C -2.045 1.164 2.015
H -1.242 0.558 0.102
H -0.379 -0.200 1.535
H -3.031 -0.803 0.213
H -1.765 -1.975 0.781
H -1.302 1.577 2.704
H -2.814 -0.991 1.939
H -2.774 0.589 2.498
H -2.471 1.982 1.422
*
```

The LUMO energy (alpha / beta) is 4.18 / 4.18 eV. The value obtained for the total energy is -6478.7893 eV. Its gap between HOMO and LUMO (alpha / beta) is 2.650 / 11.752 eV.

Density functional theory data (ωB97M-V/def2-TZVPD) for a cluster of 2 separate species, C6H16 in total in a non-equilibrium geometry.

ORCA input file:
```
! RIJCOSX wB97M-V def2-TZVPD def2/J DEFGRID3
* xyz 0 1
C 0.575 1.104 -1.632
C 1.223 2.111 -0.663
C 0.240 2.455 0.467
H -0.564 1.300 -1.793
H 1.024 0.943 -2.668
H 0.406 0.181 -1.042
H 2.140 1.636 -0.297
H 1.367 2.972 -1.360
H -0.816 2.345 0.168
H 0.535 1.817 1.283
H 0.267 3.477 0.976
C -0.606 -2.708 -0.356
C -0.207 -2.058 1.054
C -1.084 -0.842 1.142
H -0.944 -1.917 -1.028
H -1.374 -3.443 -0.120
H 0.165 -3.392 -0.581
H -0.223 -2.731 1.921
H 0.896 -1.857 0.869
H -2.132 -1.144 0.973
H -0.981 -0.446 2.114
H -0.615 -0.114 0.522
*
```

The LUMO energy is 1.13 eV. The value obtained for the total energy is -6479.9821 eV. Its gap between HOMO and LUMO is 11.914 eV.

Density functional theory data (ωB97M-V/def2-TZVPD) for a cluster of 2 separate species, C6H16 in total in a non-equilibrium geometry.

ORCA input file:
```
! RIJCOSX wB97M-V def2-TZVPD def2/J DEFGRID3
* xyz 0 1
C -1.231 -0.449 -0.039
C -0.293 -0.854 -1.165
C -0.064 -2.377 -1.134
C -0.841 -0.448 -2.527
H -2.216 -0.892 -0.228
H -1.337 0.631 0.030
H -0.988 -0.875 0.929
H 0.665 -0.358 -0.981
H 0.375 -2.644 -0.175
H -1.042 -2.867 -1.107
H 0.553 -2.687 -1.968
H -0.423 0.472 -2.941
H -0.538 -1.181 -3.266
H -1.924 -0.387 -2.435
C 0.798 1.397 2.591
C 1.551 2.348 1.671
H 0.836 0.377 2.299
H 1.232 1.383 3.596
H -0.243 1.672 2.680
H 2.628 2.220 1.663
H 1.238 2.138 0.642
H 1.263 3.380 1.862
*
```

The LUMO energy is 1.09 eV. The value obtained for the total energy is -6481.3250 eV. Its gap between HOMO and LUMO is 12.276 eV.